[1]
A molecular structure, C9H5CdNO4S, computed with wB97M-V/def2-TZVPD.

Values from the calculation:
E_HOMO	-15.97	eV
strongest force on any atom	4.48	eV/Å
molar mass	335.6	g/mol
net charge	+2
calculated total energy	-1266.97727	Eh

Each line ends with the Mulliken charge.
Positions of all 21 atoms, in Å:
Cd: 1.67487 1.62343 -0.47977  1.223
O: 0.39139 -0.31940 -3.79739  -0.084
C: 0.74029 0.22533 -2.85116  0.064
C: 0.66646 3.71053 -0.58146  0.139
O: 0.15789 4.72167 -0.43755  -0.035
C: 3.52337 0.38230 0.19064  0.152
O: 4.33399 -0.21258 0.72994  -0.034
C: 3.07743 2.41180 -2.21122  0.141
O: 3.80928 2.85123 -2.97152  -0.024
S: 0.42846 0.97218 1.58347  -0.477
C: -0.69568 -0.24762 1.21037  0.430
N: -0.49620 -1.46158 1.82287  -0.095
C: -1.31817 -2.54377 1.62105  -0.146
C: -2.42997 -2.40211 0.80369  -0.547
C: -2.68692 -1.15986 0.20461  -0.198
C: -1.83367 -0.08731 0.42349  -0.472
H: 0.32921 -1.56393 2.41599  0.278
H: -1.02439 -3.47708 2.11718  0.419
H: -3.08359 -3.26613 0.64395  0.396
H: -3.55771 -1.04704 -0.43541  0.434
H: -2.00634 0.88994 -0.00178  0.438

Forces on the atoms, in the same order (eV/Å):
-0.8945 -0.7184 0.0738
1.1233 1.7629 3.0776
-1.1003 -1.6693 -2.7984
-1.8184 3.9934 0.4698
1.4933 -3.1439 -0.4602
3.2416 -2.1429 1.9312
-2.4749 1.7281 -1.6328
2.8630 1.7412 -2.9677
-2.4435 -1.4860 2.4702
0.9376 1.0053 0.2024
-0.6657 -1.4936 0.1982
-0.7607 -0.3701 -0.7869
0.1586 0.6809 -0.0479
0.3046 -0.3185 0.2695
0.1119 -0.2254 0.1928
0.1963 -0.3444 0.0368
-0.2902 0.0581 -0.1619
-0.2309 0.5105 -0.1877
0.2915 0.4361 0.0523
0.0998 0.0325 0.1315
-0.1424 -0.0365 -0.0628

[2]
C9H5ClOS2 in the gas phase, computed with wB97M-V/def2-TZVPD.

Values from the calculation:
E_HOMO	-9.07	eV
relative energy (zero: lowest compared OMol25 entry of this formula, charge and spin)	17.0	kcal/mol
strongest force on any atom	4.96	eV/Å
SMILES string	O=c1ssc(Cl)c1-c1ccccc1
molar mass	228.7	g/mol
calculated total energy	-1677.73185	Eh

Each line ends with the Mulliken charge.
Positions of all 18 atoms, in Å:
O: 2.35301 -1.48005 0.93031  -0.542
C: 1.52754 -2.14864 0.38146  0.554
S: 1.59558 -3.89431 0.01616  -0.083
S: -0.43555 -4.10233 -0.31458  -0.092
C: -0.71251 -2.40334 -0.31655  0.582
Cl: -2.25985 -1.83110 -0.85254  -0.138
C: 0.33054 -1.53937 -0.04530  -0.297
C: -0.04824 -0.10266 0.01666  0.095
C: -0.05903 0.63272 -1.19642  -0.151
C: -0.24149 2.04670 -1.14435  -0.467
C: -0.43749 2.75105 0.00616  -0.246
C: -0.37482 2.12917 1.21564  -0.671
C: -0.24781 0.67591 1.21519  -0.355
H: 0.25538 0.15383 -2.10378  0.420
H: -0.02546 2.65231 -2.07840  0.249
H: -0.51730 3.87213 0.02325  0.292
H: -0.55608 2.51667 2.17945  0.406
H: -0.14642 0.07130 2.06765  0.442

Forces on the atoms, in the same order (eV/Å):
1.7695 -0.5237 0.4415
0.2706 1.0417 0.4705
0.1450 -0.3512 0.2668
-0.0236 -0.1052 -0.2064
1.0497 1.1356 -0.5670
0.3226 -0.6171 0.4288
-4.8884 -0.7027 -0.4719
0.7076 3.0113 -0.0617
0.2474 1.3755 1.6573
1.0007 -0.8683 -2.7704
0.1508 2.3498 0.7987
-0.5437 -4.9120 0.0836
0.7062 0.5512 -2.5448
-0.1858 -0.0854 -0.4122
-0.6895 -0.9782 1.0301
0.0245 -1.2453 -0.3977
0.0420 1.0354 0.6873
-0.1055 -0.1113 1.5675

[3]
22 unconnected molecules or ions with the total composition C9H60NO22, computed with wB97M-V/def2-TZVPD.

Values from the calculation:
E_HOMO	-3.77	eV
relative energy (zero: lowest compared OMol25 entry of this formula, charge and spin)	7.1	kcal/mol
strongest force on any atom	1.72	eV/Å
molar mass	534.6	g/mol
net charge	-1
calculated total energy	-2088.96342	Eh

Each line ends with the Mulliken charge.
Positions of all 92 atoms, in Å:
C: -1.37811 0.44102 -1.88615  -1.544
C: -0.75513 0.87964 -0.53387  2.129
C: -1.74860 1.82134 0.09935  -0.203
C: -1.61108 1.99281 1.60972  -1.161
C: -1.57243 0.60824 2.28639  -1.180
C: -0.39452 -0.22715 1.75295  1.746
N: -0.54536 -0.30016 0.29021  0.547
O: 0.30103 -1.27375 -0.27947  0.215
C: -0.52281 -1.60272 2.41499  -1.873
C: 0.90647 0.41455 2.30659  -0.088
C: 0.55173 1.58234 -0.91667  -0.801
H: -0.63853 -0.16037 -2.43119  0.283
H: -1.50235 1.29744 -2.54943  0.408
H: -2.21849 -0.23044 -1.72339  -0.315
H: -2.79434 1.58961 -0.11802  0.019
H: -1.52345 2.82966 -0.27194  0.132
H: -2.50084 2.50657 1.97596  0.483
H: -0.69766 2.54910 1.82048  0.273
H: -2.53626 0.14116 2.07425  0.381
H: -1.46328 0.80483 3.35547  0.500
H: -1.30690 -2.11512 1.84464  0.021
H: -0.87614 -1.52912 3.44116  0.279
H: 0.41680 -2.13779 2.30088  0.611
H: 0.71229 0.64959 3.35661  -0.357
H: 1.09690 1.36886 1.81222  -0.748
H: 1.78225 -0.22298 2.20901  0.466
H: 1.02647 2.10220 -0.07495  -0.585
H: 0.52272 2.29105 -1.72668  0.564
H: 1.24272 0.78152 -1.18316  -0.093
O: 3.33880 -0.35409 -0.46884  -0.628
H: 3.49791 -1.30254 -0.35407  0.468
H: 2.37286 -0.28808 -0.44891  -0.131
O: 2.22855 -2.09285 -2.30696  -0.625
H: 1.56189 -1.81489 -1.61338  0.203
H: 2.10391 -1.57261 -3.13893  0.282
O: 4.76633 0.72168 1.63888  -0.731
H: 4.41516 0.37051 0.78178  0.416
H: 4.12643 1.40981 1.88300  0.373
O: 1.14424 -0.48061 5.60145  -0.608
H: 1.60522 -1.08507 5.00673  0.304
H: 1.64625 -0.51329 6.42549  0.254
O: -0.45902 -4.10221 -0.73343  -0.744
H: -1.32608 -4.17429 -0.32326  0.301
H: -0.28066 -3.13558 -0.76850  0.249
O: 2.14280 -0.52142 -4.81907  -0.588
H: 2.42855 -0.75686 -5.70822  0.252
H: 1.45494 0.16221 -4.99205  0.324
O: -3.14572 -0.32661 -4.59537  -0.624
H: -4.09532 -0.32518 -4.45178  0.271
H: -2.76125 -0.57531 -3.74097  0.365
O: -0.32377 -3.05710 -4.36476  -0.605
H: -0.05638 -2.19888 -4.01249  0.329
H: -0.00470 -3.05709 -5.27271  0.266
O: 0.38646 2.19399 5.52872  -0.652
H: 0.48286 1.21699 5.53009  0.329
H: -0.50448 2.35471 5.20085  0.328
O: -3.10733 3.51255 -2.78239  -0.629
H: -3.53383 2.69433 -2.44154  0.373
H: -3.78065 3.95542 -3.30781  0.238
O: -0.11240 -5.35586 2.26731  -0.659
H: 0.75308 -5.73590 2.09099  0.261
H: -0.12332 -4.51037 1.78886  0.386
O: 1.01515 1.97759 -5.41564  -0.641
H: 0.48785 2.59683 -4.90028  0.305
H: 1.73957 2.51150 -5.76174  0.294
O: 3.12725 -3.02980 0.51516  -0.683
H: 3.13560 -3.98742 0.58340  0.283
H: 2.23977 -2.80586 0.13591  0.247
O: -0.39627 -3.43566 5.71470  -0.646
H: -1.02236 -3.56027 4.98063  0.399
H: 0.40076 -3.11598 5.28499  0.301
O: 4.32982 0.30386 -3.10367  -0.702
H: 4.24116 -0.09770 -2.22248  0.440
H: 3.46315 0.14226 -3.53175  0.324
O: 1.70371 4.82064 0.30083  -0.699
H: 2.61813 5.05297 0.09174  0.329
H: 1.49698 4.08506 -0.29397  0.404
O: -0.56244 4.53662 -2.60048  -0.591
H: -0.97628 5.39253 -2.46670  0.280
H: -1.31417 3.90513 -2.63344  0.327
O: -2.34618 -3.93171 3.64458  -0.679
H: -1.96591 -4.61308 3.06938  0.334
H: -3.05535 -3.53902 3.12407  0.291
O: -4.48780 1.19290 -2.07756  -0.429
H: -5.24978 1.49160 -1.56048  0.251
H: -4.86801 0.69090 -2.80524  0.150
O: -3.91024 -1.24650 0.19644  -0.727
H: -3.36795 -2.03329 0.31903  0.376
H: -3.30554 -0.61262 -0.20929  0.088
O: 3.05488 3.00046 2.36243  -0.746
H: 2.42831 3.44021 1.76586  0.345
H: 2.53176 2.76040 3.13884  0.316

Forces on the atoms, in the same order (eV/Å):
1.6079 -0.6171 -0.0830
0.1293 -0.2750 -0.9161
0.0965 1.4272 0.9082
-0.1411 -1.2002 -0.0898
0.2126 1.2886 -0.5310
-0.0573 0.8197 0.5957
-0.8771 -1.3146 0.4955
0.6093 0.0661 -0.2725
-0.4548 0.0556 -1.3586
-0.5611 0.3164 -0.3475
0.9504 -0.3321 0.8820
0.0634 -0.1564 0.2740
-0.7953 0.0899 0.2269
-0.3878 0.3892 -0.1610
0.1017 -0.2351 -0.2198
-0.4156 -0.1470 -0.5612
0.2152 0.4329 0.0994
-0.1291 0.1925 0.2510
0.0750 -0.3434 0.1621
-0.0570 -0.4852 0.1394
0.1443 -0.2596 0.1237
0.3273 0.0752 0.1473
-0.0003 -0.2743 0.1975
0.3310 -0.1341 -0.0112
0.1948 -0.2063 0.0510
0.0618 -0.0329 -0.1139
-0.2015 -0.1049 0.0773
-0.4290 0.2131 -0.4863
-0.0611 0.2228 -0.2827
0.3857 0.0838 0.1231
0.0777 0.0087 -0.0394
-0.1151 -0.2054 0.1756
-0.7423 0.2347 -0.1284
0.3672 0.1936 -1.2962
-0.0964 -0.5191 1.2256
-0.1894 -0.1146 -0.5235
0.0887 0.3036 0.8878
0.1984 -0.0630 -0.1157
0.2469 -0.2969 0.2743
-0.0608 0.2729 -0.1327
-0.1010 -0.0263 -0.0879
0.0515 0.1466 0.1982
0.0220 0.0283 -0.1004
-0.0110 0.1805 0.2057
-0.9025 0.3707 -0.4939
0.2139 -0.1821 0.1614
0.5682 -0.1622 0.3221
0.0096 0.0570 0.1718
0.0300 -0.1888 -0.1177
-0.0105 0.0400 -0.2107
-0.1851 0.1145 -0.1596
0.1463 -0.2209 0.0745
0.0200 0.0547 0.0903
-0.1092 -0.3647 0.0191
0.0468 0.5474 -0.1286
0.0757 -0.0043 0.0099
-0.4204 -0.3297 0.2134
0.2665 0.3117 -0.3107
0.1059 -0.0551 -0.0127
-0.2171 0.3505 0.0373
-0.0903 0.0463 -0.0690
0.2370 -0.2638 -0.1177
-0.0707 0.2136 -0.1961
-0.0865 -0.0206 0.1493
0.0193 -0.1355 0.1155
-1.0373 0.2731 -0.1615
0.0067 -0.0259 -0.1918
0.7526 -0.2841 0.5055
-0.0738 -0.0957 -0.1112
0.0160 0.0301 0.1713
-0.0313 0.0213 0.0091
-0.4019 -0.0377 -0.3032
-0.2653 0.2145 -0.1359
0.7971 0.0234 0.3294
0.2222 -0.2474 0.0262
-0.1526 -0.0449 0.0087
-0.0942 0.2094 -0.0849
-0.0132 -0.5294 -0.1509
-0.0412 -0.0184 0.0639
0.2726 0.6267 0.0400
-0.2246 -0.3474 -0.3017
0.1450 0.0045 0.2432
0.0821 0.1238 0.1592
-0.4623 0.2078 0.1940
0.1626 -0.1936 0.0217
0.0824 0.0131 0.0336
-0.2946 -0.1428 -0.0817
0.1158 0.1724 -0.0242
0.1886 -0.0364 0.1893
-0.2173 0.1223 0.1175
0.1088 0.0672 0.1063
0.0360 0.0168 -0.0823

Question: Look up the E_HOMO of the third one.
Answer: -3.77 eV

Question: What is the calculated total energy in the third record?
Answer: -2088.96342 Eh